The following is a DFT calculation (ωB97M-V/def2-TZVPD) of C24H25FN5O4RuS2 as an isolated structure at a distorted geometry.

```
62
Properties=species:S:1:pos:R:3:forces:R:3
Ru -0.196076 -0.515268 -0.561400 0.0 -0.4 -0.1
C 3.152991 1.373752 -4.305305 0.0 0.0 0.0
C 1.871507 0.611183 -3.946172 -0.1 0.1 -0.2
C 1.662231 -0.507755 -4.980389 -0.1 0.0 0.0
C 0.667026 1.546096 -3.840759 0.0 -0.1 -0.1
C 0.129929 2.058006 -5.018306 0.1 0.0 0.1
C -0.982316 2.882439 -4.995793 0.0 0.0 0.1
C -1.553807 3.195756 -3.773646 0.0 -0.1 0.0
C -1.047547 2.709432 -2.563622 -0.3 0.2 -0.1
C -1.791803 3.129429 -1.296257 0.2 -0.2 0.0
C -0.898751 3.653842 -0.167069 0.0 0.0 0.0
C -2.707326 2.011994 -0.782777 -0.2 0.3 -0.1
C 0.073986 1.869547 -2.594557 0.3 -0.4 -0.2
N 0.623364 1.316435 -1.400585 0.3 -0.3 0.2
C 1.781079 1.920530 -0.987905 0.1 0.4 0.2
C 2.229044 3.184983 -1.461598 0.0 -0.1 0.1
C 3.395211 3.799093 -1.018011 -0.1 -0.1 -0.1
C 4.211166 3.197775 -0.071357 -0.2 -0.1 0.0
C 3.806355 1.959898 0.428711 0.1 0.1 0.0
C 2.645588 1.375027 -0.014418 -0.1 -0.2 -0.1
F 2.348351 0.153141 0.501917 -0.1 -0.1 -0.1
H 4.006238 0.687248 -4.358997 -0.1 0.0 0.0
H 3.384065 2.144628 -3.570184 0.0 0.0 0.0
H 3.040989 1.854301 -5.285377 0.0 -0.1 0.1
H 1.998501 0.146724 -2.969979 0.0 0.0 0.1
H 1.676031 -0.111577 -6.001990 0.0 0.0 0.1
H 0.708390 -1.020105 -4.842022 0.0 0.0 0.0
H 2.470215 -1.244925 -4.902851 0.0 0.1 0.0
H 0.576075 1.787744 -5.971695 0.0 0.0 0.1
H -1.412118 3.256971 -5.918625 0.0 0.0 0.0
H -2.434031 3.830547 -3.744161 0.0 0.0 0.0
H -2.439314 3.951547 -1.609321 0.0 0.1 0.0
H -0.408745 2.834797 0.361491 -0.1 0.1 0.0
H -1.512051 4.200618 0.558540 0.0 -0.1 -0.1
H -0.127054 4.330556 -0.541642 -0.1 0.0 0.0
H -2.140620 1.124330 -0.530813 0.1 -0.2 0.1
H -3.446058 1.721337 -1.534269 0.0 0.0 0.0
H -3.233128 2.328978 0.125450 0.1 0.0 -0.1
H 1.614334 3.682503 -2.199673 0.0 0.1 0.0
H 3.666004 4.768028 -1.425693 0.0 0.0 0.0
H 5.118835 3.671400 0.282055 0.0 0.0 0.0
H 4.388158 1.429485 1.174382 -0.1 0.0 0.0
S -1.080622 -1.098153 -2.760091 0.5 0.7 0.4
C -2.484593 -1.686549 -2.002871 -0.8 -0.5 -0.6
S -2.311649 -1.758714 -0.321751 0.8 0.4 0.8
C -3.641140 -2.070890 -2.695082 -0.4 -0.1 -0.2
C -3.756064 -1.916834 -4.123306 0.0 -0.1 0.6
N -3.880813 -1.794398 -5.266024 0.0 0.0 0.1
C -4.785879 -2.623955 -2.013904 0.6 0.3 -0.4
N -5.718002 -3.080384 -1.506672 0.1 0.0 0.0
O 0.659950 0.683706 3.594199 0.3 1.6 0.6
C 0.102706 0.299953 2.606861 0.1 -4.3 0.9
O -0.406582 0.697937 1.562969 -0.2 0.9 -2.4
C -0.053961 -1.622191 2.663097 -0.2 4.5 0.2
O -0.517628 -1.981546 3.708780 -0.1 -1.6 0.8
O 0.365332 -2.013594 1.589027 0.4 -1.7 -1.7
N 1.341290 -3.167116 -2.127355 0.1 0.3 0.3
N 1.429321 -2.213828 -1.036034 -0.9 0.8 0.1
H 1.232510 -2.586372 -2.951628 0.0 0.0 -0.2
H 0.411368 -3.559086 -2.022217 -0.1 -0.1 0.0
H 2.364524 -1.829556 -1.044230 0.1 0.2 0.0
H 1.349290 -2.727344 -0.167588 -0.1 -0.1 0.5
```
Forces are in eV/Å.

Its spin multiplicity is 2. The expectation value of S² is 0.79. For the HOMO-LUMO gap (spin up / spin down), the calculation gives 4.284 / 4.491 eV. For the energy relative to the best compared isomer or geometry (same formula, charge and spin), the calculation gives 70.8 kcal/mol. As for the charge: -2. The LUMO energy (spin up / spin down) is 3.91 / 4.20 eV. For the HOMO energy (spin up / spin down), the calculation gives -0.37 / -0.30 eV. The value obtained for the energy is -67904.1085 eV.

The following is a DFT calculation (ωB97M-V/def2-TZVPD) of a 2-piece molecular cluster, C24H25N3O2S overall at a distorted geometry.

```
55
Properties=species:S:1:pos:R:3:forces:R:3
C -0.714501 -0.622023 -3.931619 0.0 0.0 0.0
N -1.551684 -0.916141 -2.804044 0.0 0.0 -0.3
C -1.126246 -1.676149 -1.732210 1.0 0.1 0.3
C 0.130342 -2.203369 -1.528902 -1.8 0.4 -0.3
N -2.199624 -1.701784 -0.861402 -0.1 -0.2 0.2
C -2.167268 -2.390076 0.397779 0.1 0.0 0.0
C -3.253842 -0.943149 -1.354722 -0.3 0.2 0.1
C -2.838892 -0.441750 -2.594244 -0.2 0.3 -0.1
C -3.655443 0.389369 -3.361506 0.2 -0.4 0.4
C -4.920027 0.692598 -2.837369 -0.1 -0.2 0.4
C -5.338603 0.185474 -1.589339 0.1 0.2 -0.4
C -4.506615 -0.640805 -0.820612 0.5 -0.1 -0.4
H -1.293499 -0.024719 -4.639252 0.3 -0.1 0.0
H 0.178149 -0.065736 -3.618002 -0.2 0.0 -0.1
H -0.387522 -1.550679 -4.413905 -0.1 0.1 0.0
H 0.283528 -2.775062 -0.625986 0.4 0.0 -0.2
H 0.840525 -2.120851 -2.335632 0.2 -0.2 0.2
H -3.141762 -2.274776 0.877444 0.2 -0.1 0.0
H -1.954155 -3.454586 0.244012 -0.1 0.1 0.1
H -1.383812 -1.978620 1.047526 -0.1 0.0 0.0
H -3.289836 0.759800 -4.318737 -0.3 0.1 0.2
H -5.601210 1.332858 -3.399620 0.2 -0.2 0.2
H -6.332468 0.446601 -1.222952 0.3 -0.1 -0.1
H -4.787034 -1.051847 0.148730 -0.2 0.2 -0.3
C -0.720434 3.402428 5.711927 0.0 0.1 0.1
C -0.280282 3.020161 4.326166 0.1 -0.1 -0.2
C -0.979936 2.034399 3.620158 0.2 0.0 -0.2
C -0.586417 1.662122 2.336351 0.2 0.1 0.1
C 0.529697 2.272654 1.762299 0.0 0.1 0.1
S 1.001142 1.848922 0.098233 -0.5 -0.4 -0.2
N 2.084779 0.561992 0.367723 0.0 0.1 -0.9
C 2.612759 0.041696 -0.689837 -0.5 1.0 0.5
C 3.596396 -1.025748 -0.612701 0.6 -0.9 0.2
C 4.144426 -1.554450 -1.802591 -0.3 0.2 0.7
C 5.064921 -2.597785 -1.741788 0.0 0.0 0.3
C 5.452812 -3.117061 -0.496034 -0.3 0.3 0.0
C 4.914787 -2.590250 0.692039 -0.1 0.2 -0.3
C 3.986504 -1.545516 0.639833 0.2 -0.2 -0.5
O -0.173050 1.333728 -0.584145 0.8 0.3 0.4
O 1.709978 2.977906 -0.450878 0.0 -0.4 0.1
C 1.229134 3.272448 2.443709 -0.1 -0.3 -0.1
C 0.824599 3.636151 3.724312 -0.2 -0.1 0.0
H -0.066476 4.182777 6.113063 -0.2 -0.1 0.0
H -1.752736 3.776462 5.705483 0.2 -0.1 0.0
H -0.688948 2.535624 6.385312 0.0 0.2 -0.1
H -1.847234 1.558801 4.083690 0.2 0.1 -0.2
H -1.134776 0.908620 1.777471 0.1 0.1 0.1
H 2.403550 0.415961 -1.705353 -0.1 -0.1 0.3
H 3.821660 -1.121344 -2.753015 0.2 -0.2 0.2
H 5.480037 -3.001878 -2.667093 -0.1 0.1 0.3
H 6.176309 -3.932835 -0.454411 -0.2 0.2 0.0
H 5.216910 -2.990613 1.661133 -0.1 0.1 -0.3
H 3.546787 -1.108473 1.540236 0.2 -0.2 -0.3
H 2.079361 3.756274 1.972016 -0.1 -0.1 0.0
H 1.365241 4.412247 4.271256 -0.1 -0.2 -0.2
```
Forces are in eV/Å.

Its spin multiplicity is 1. For the HOMO-LUMO gap, the calculation gives 6.347 eV. For the energy relative to the best compared isomer or geometry (same formula, charge and spin), the calculation gives 73.1 kcal/mol. The LUMO energy is -0.24 eV. For the HOMO energy, the calculation gives -6.59 eV. The SMILES is Cc1ccc(S(=O)(=O)/N=C/c2ccccc2)cc1.C=C1N(C)c2ccccc2N1C. The value obtained for the energy is -44693.3421 eV.